(1)
DFT (wB97M-V/def2-TZVPD) results for one molecule with the formula C7H14.

Output
LUMO = 1.15 eV
multiplicity = 1
gap between HOMO and LUMO = 10.72 eV
SMILES = CC(C)CC1CC1

The geometry in XYZ format:
```
21
Properties=species:S:1:pos:R:3:nbo_charge:R:1
C 0.86 1.46 1.11 -0.634
C 0.12 1.28 -0.29 -0.184
C 0.94 1.98 -1.39 -0.624
C -0.53 -0.28 -0.95 -0.382
C -0.61 -1.20 0.24 -0.241
C -1.00 -2.66 0.41 -0.421
C 0.43 -2.21 0.61 -0.423
H 1.08 0.49 1.57 0.214
H 1.82 2.02 1.05 0.212
H 0.28 2.01 1.87 0.211
H -0.86 1.71 -0.15 0.196
H 0.77 3.07 -1.49 0.212
H 2.03 1.86 -1.24 0.204
H 0.69 1.52 -2.34 0.205
H -1.53 -0.29 -1.50 0.210
H 0.17 -0.53 -1.75 0.197
H -0.88 -0.62 1.18 0.203
H -1.60 -2.86 1.29 0.211
H -1.20 -3.35 -0.41 0.215
H 1.17 -2.57 -0.11 0.213
H 0.81 -2.05 1.60 0.205
```

***

(2)
DFT (wB97M-V/def2-TZVPD) results for a 2-piece molecular cluster, C7H14 overall.

Output
LUMO = 1.21 eV
multiplicity = 1
gap between HOMO and LUMO = 10.77 eV
SMILES = C=CCC1CC1.C

The geometry in XYZ format:
```
21
Properties=species:S:1:pos:R:3:nbo_charge:R:1
C -0.74 -2.23 1.18 -0.856
C 1.34 -0.49 -1.05 -0.155
C 1.17 -1.41 -1.99 -0.409
C 0.64 0.85 -1.01 -0.444
C 0.28 1.31 0.39 -0.222
C -0.59 2.52 0.56 -0.421
C -1.12 1.16 0.93 -0.419
H -1.78 -1.93 1.31 0.209
H -0.60 -3.25 1.56 0.210
H -0.10 -1.54 1.74 0.210
H 2.05 -0.68 -0.24 0.193
H 1.74 -2.34 -1.99 0.201
H -0.47 -2.19 0.13 0.224
H 0.47 -1.26 -2.81 0.190
H 1.31 1.59 -1.46 0.217
H -0.26 0.82 -1.64 0.208
H 1.08 1.19 1.12 0.210
H -0.35 3.22 1.36 0.215
H -0.97 3.00 -0.34 0.210
H -1.86 0.72 0.27 0.213
H -1.25 0.93 1.98 0.216
```

***

(3)
DFT (wB97M-V/def2-TZVPD) results for one molecule with the formula C7H14.

Output
LUMO = 1.19 eV
multiplicity = 1
gap between HOMO and LUMO = 11.68 eV
SMILES = C1CCCCCC1

The geometry in XYZ format:
```
21
Properties=species:S:1:pos:R:3:nbo_charge:R:1
C 0.47 1.56 0.12 -0.403
C -1.00 1.40 -0.26 -0.394
C -1.68 0.13 0.27 -0.392
C -1.06 -1.22 -0.17 -0.410
C 0.27 -1.54 0.54 -0.402
C 1.54 -0.88 0.02 -0.396
C 1.44 0.56 -0.54 -0.406
H 0.57 1.51 1.22 0.194
H 0.78 2.57 -0.16 0.207
H -1.11 1.44 -1.36 0.191
H -1.56 2.27 0.11 0.205
H -1.71 0.18 1.37 0.191
H -2.74 0.16 -0.05 0.205
H -1.80 -2.00 0.06 0.210
H -0.96 -1.21 -1.27 0.195
H 0.12 -1.29 1.60 0.190
H 0.61 -2.59 0.60 0.211
H 2.24 -1.08 0.85 0.202
H 1.98 -1.48 -0.79 0.196
H 2.45 1.01 -0.56 0.211
H 1.15 0.48 -1.60 0.193
```

***

(4)
DFT (wB97M-V/def2-TZVPD) results for one molecule with the formula C7H14.

Output
LUMO = 1.09 eV
multiplicity = 1
gap between HOMO and LUMO = 10.17 eV
SMILES = C=C(C)CCCC

The geometry in XYZ format:
```
21
Properties=species:S:1:pos:R:3:nbo_charge:R:1
C -0.88 2.34 -1.17 -0.618
C -0.71 1.55 0.11 -0.407
C 0.68 1.04 0.43 -0.414
C 1.09 -0.22 -0.32 -0.453
C 0.76 -2.68 -0.45 -0.455
C 0.41 -1.55 0.16 0.064
C -0.49 -1.55 1.40 -0.664
H -1.82 2.88 -1.27 0.214
H -0.06 2.93 -1.57 0.211
H -1.07 1.54 -1.92 0.198
H -1.16 2.20 0.90 0.203
H -1.45 0.75 0.13 0.202
H 1.48 1.77 0.22 0.212
H 0.71 0.99 1.52 0.206
H 2.11 -0.57 -0.23 0.233
H 0.69 -0.14 -1.32 0.220
H 0.40 -3.68 -0.22 0.193
H 1.38 -2.76 -1.34 0.193
H -0.34 -0.70 2.04 0.215
H -0.22 -2.51 1.85 0.226
H -1.52 -1.61 1.04 0.222
```

***

Energy ordering: (3) at the bottom, the next structure 0.0528 hartree above.

***

(1)
DFT (wB97M-V/def2-TZVPD) results for one molecule with the formula C22H29NO4.

Output
LUMO = 0.67 eV
multiplicity = 1
gap between HOMO and LUMO = 9.12 eV
SMILES = CCOC(=O)C1(Cc2ccc(OC)cc2)CCN(C(=O)C2=CCCC2)CC1

The geometry in XYZ format:
```
56
Properties=species:S:1:pos:R:3:nbo_charge:R:1
C 2.62 1.57 3.80 -0.637
C 2.54 2.09 2.37 -0.073
H 1.79 2.89 2.32 0.199
H 3.51 2.46 2.03 0.189
O 2.18 1.07 1.44 -0.529
C 0.87 0.82 1.29 0.820
O 0.02 1.37 1.93 -0.602
C 0.61 -0.17 0.15 -0.120
C 1.11 0.49 -1.16 -0.398
H 2.00 1.07 -0.97 0.231
C 0.02 1.37 -1.76 -0.218
N -1.09 0.55 -2.18 -0.430
C -1.85 0.74 -3.29 0.658
O -2.68 -0.08 -3.64 -0.628
C -1.64 2.00 -4.05 -0.087
C -1.64 3.25 -3.60 -0.154
C -1.54 4.25 -4.71 -0.437
H -2.27 5.05 -4.61 0.213
H -0.54 4.71 -4.71 0.206
C -1.77 3.41 -5.99 -0.394
H -1.09 3.69 -6.79 0.209
H -2.79 3.56 -6.34 0.207
C -1.57 1.95 -5.56 -0.428
H -2.33 1.28 -5.96 0.234
H -0.59 1.56 -5.86 0.203
H -1.71 3.56 -2.58 0.209
C -1.33 -0.65 -1.39 -0.218
C -0.90 -0.43 0.05 -0.434
H -1.43 0.43 0.45 0.241
H -1.17 -1.29 0.65 0.234
H -0.80 -1.50 -1.83 0.182
H -2.40 -0.87 -1.45 0.241
H 0.41 1.92 -2.63 0.226
H -0.31 2.11 -1.01 0.188
H 1.36 -0.29 -1.88 0.211
C 1.41 -1.47 0.39 -0.405
C 1.02 -2.19 1.65 -0.078
C 1.60 -1.86 2.87 -0.139
C 1.22 -2.48 4.03 -0.265
C 0.24 -3.48 4.01 0.302
C -0.33 -3.84 2.80 -0.304
C 0.06 -3.20 1.63 -0.185
H -0.38 -3.51 0.70 0.210
H -1.07 -4.62 2.74 0.220
O -0.07 -4.03 5.22 -0.491
C -1.06 -5.04 5.26 -0.252
H -1.14 -5.32 6.31 0.201
H -2.02 -4.67 4.90 0.177
H -0.76 -5.92 4.68 0.175
H 1.67 -2.23 4.98 0.223
H 2.37 -1.10 2.90 0.204
H 1.24 -2.13 -0.47 0.214
H 2.47 -1.22 0.42 0.227
H 3.39 0.80 3.88 0.206
H 1.66 1.16 4.11 0.229
H 2.88 2.39 4.47 0.220
```

***

(2)
DFT (wB97M-V/def2-TZVPD) results for one molecule with the formula C22H29NO4.

Output
LUMO = -0.14 eV
multiplicity = 1
gap between HOMO and LUMO = 8.37 eV
SMILES = C=CCOc1ccc(/C=C/C(=O)OCC(=O)NC2CCCCCCC2)cc1

The geometry in XYZ format:
```
56
Properties=species:S:1:pos:R:3:nbo_charge:R:1
C 9.40 1.93 -0.25 -0.382
C 8.71 1.99 0.87 -0.203
C 7.33 1.45 1.07 -0.102
O 6.86 0.86 -0.13 -0.488
C 5.63 0.31 -0.16 0.327
C 5.25 -0.27 -1.38 -0.262
C 4.01 -0.85 -1.52 -0.137
C 3.10 -0.89 -0.45 -0.154
C 3.50 -0.32 0.76 -0.150
C 4.74 0.27 0.91 -0.267
H 5.00 0.70 1.87 0.214
H 2.82 -0.33 1.60 0.209
C 1.82 -1.52 -0.65 -0.069
C 0.82 -1.65 0.24 -0.347
C -0.42 -2.32 -0.14 0.756
O -0.67 -2.81 -1.21 -0.597
O -1.29 -2.33 0.90 -0.520
C -2.55 -2.95 0.70 -0.177
C -3.69 -1.96 0.44 0.656
O -4.82 -2.35 0.28 -0.633
N -3.32 -0.67 0.42 -0.607
H -2.35 -0.44 0.58 0.401
C -4.24 0.42 0.15 -0.059
C -4.33 1.35 1.37 -0.416
C -5.75 1.75 1.74 -0.384
H -6.34 0.84 1.88 0.200
H -5.71 2.25 2.71 0.205
C -6.49 2.67 0.78 -0.405
H -5.92 3.59 0.62 0.193
C -6.85 2.04 -0.58 -0.407
C -5.93 2.43 -1.74 -0.394
C -4.43 2.46 -1.46 -0.402
H -3.94 2.85 -2.35 0.212
H -4.22 3.16 -0.65 0.193
C -3.78 1.11 -1.15 -0.400
H -2.70 1.27 -1.07 0.196
H -3.95 0.42 -1.98 0.212
H -6.21 3.44 -2.07 0.200
H -6.12 1.75 -2.57 0.203
H -6.88 0.95 -0.47 0.199
H -7.86 2.34 -0.86 0.209
H -7.42 2.97 1.27 0.209
H -3.71 2.24 1.21 0.196
H -3.90 0.82 2.22 0.217
H -5.20 -0.08 0.00 0.232
H -2.78 -3.53 1.59 0.215
H -2.49 -3.63 -0.17 0.239
H 0.87 -1.28 1.25 0.213
H 1.65 -1.94 -1.64 0.225
H 3.74 -1.29 -2.46 0.216
H 5.95 -0.23 -2.20 0.227
H 7.34 0.71 1.88 0.187
H 6.66 2.27 1.37 0.186
H 9.12 2.46 1.76 0.204
H 10.39 2.34 -0.33 0.202
H 8.99 1.47 -1.13 0.207
```

***

(3)
DFT (wB97M-V/def2-TZVPD) results for a 2-piece molecular cluster, C22H29NO4 overall.

Output
LUMO = 0.66 eV
multiplicity = 1
gap between HOMO and LUMO = 8.52 eV

The geometry in XYZ format:
```
56
Properties=species:S:1:pos:R:3:nbo_charge:R:1
C -6.10 -2.36 1.08 -0.734
C -5.04 -2.35 -0.17 0.653
O -5.19 -2.94 -1.17 -0.529
C -3.99 -1.41 -0.05 -0.546
H -3.77 -1.40 0.87 0.208
H -3.23 -1.85 -0.50 0.238
C -4.52 -0.15 -0.50 -0.352
C -3.32 0.96 -0.69 -0.079
C -2.38 1.03 -1.65 -0.189
C -1.20 1.82 -1.46 -0.257
C -1.17 2.88 -0.32 0.339
C -2.19 2.72 0.56 -0.294
C -3.13 1.58 0.44 -0.167
H -3.88 1.83 1.37 0.213
H -1.98 3.25 1.40 0.198
O -0.16 3.52 0.02 -0.494
C 1.03 3.47 -0.96 -0.095
C 1.92 2.38 -0.83 -0.042
O 2.91 2.52 -2.10 -0.707
H 3.39 3.20 -1.87 0.442
C 2.74 2.47 0.30 -0.251
N 1.93 2.46 1.79 -0.630
H 1.19 3.03 1.65 0.357
C 1.74 1.09 2.34 -0.233
C 0.67 0.38 1.28 0.007
O 1.07 -0.26 0.22 -0.568
C 1.96 -1.43 0.09 0.294
C 2.51 -1.85 1.08 -0.306
C 3.35 -3.01 0.94 -0.195
C 3.91 -3.24 -0.39 0.025
C 3.35 -2.31 -1.53 -0.195
C 2.36 -1.49 -1.34 -0.215
H 2.01 -0.82 -1.99 0.226
H 3.65 -2.70 -2.52 0.213
C 4.88 -4.31 -0.76 -0.566
H 5.80 -3.59 -1.24 0.200
H 5.29 -4.71 -0.02 0.202
H 4.49 -4.99 -1.15 0.187
H 3.82 -3.52 1.66 0.200
H 2.04 -1.75 2.23 0.258
H 0.48 -0.69 2.35 0.004
H -0.35 0.91 1.60 0.250
H 2.64 0.44 2.14 0.191
H 1.49 1.03 3.25 0.182
H 3.42 1.73 0.28 0.207
H 3.48 3.37 0.41 0.204
H 1.48 1.39 -0.91 0.255
H 0.77 3.57 -2.01 0.224
H 1.54 4.65 -0.85 0.203
H -0.64 1.94 -2.20 0.169
H -2.39 0.42 -2.47 0.210
H -5.29 0.42 -0.20 0.224
H -4.51 -0.14 -1.81 0.194
H -6.98 -3.01 0.85 0.233
H -6.30 -1.42 1.40 0.214
H -5.61 -2.74 2.06 0.221
```

***

Energy ordering: (1) at the bottom, the next structure 0.0260 hartree above.

***

(1)
DFT (wB97M-V/def2-TZVPD) results for one molecule with the formula C5H10S.

Output
LUMO = 0.93 eV
multiplicity = 1
gap between HOMO and LUMO = 9.78 eV
SMILES = SCC1CCC1

The geometry in XYZ format:
```
16
Properties=species:S:1:pos:R:3:nbo_charge:R:1
C 1.59 -0.03 0.43 -0.491
C 0.09 0.18 0.79 -0.235
C -0.51 1.08 -0.27 -0.434
C -1.62 -0.01 -0.51 -0.372
C -0.88 -1.00 0.60 -0.412
H 1.58 -0.94 -1.85 0.112
H 2.11 0.77 0.89 0.216
H 2.10 -0.95 0.70 0.221
H 0.11 0.63 1.76 0.213
H 0.08 1.27 -1.16 0.223
H -0.84 2.10 -0.06 0.205
H -2.63 0.36 -0.26 0.209
H -1.49 -0.39 -1.44 0.196
H -0.39 -1.88 0.21 0.198
H -1.41 -1.34 1.49 0.211
S 2.12 0.15 -1.32 -0.062
```

***

(2)
DFT (wB97M-V/def2-TZVPD) results for one molecule with the formula C5H10S.

Output
LUMO = 1.02 eV
multiplicity = 1
gap between HOMO and LUMO = 8.75 eV
SMILES = CSC=C(C)C

The geometry in XYZ format:
```
16
Properties=species:S:1:pos:R:3:nbo_charge:R:1
C -2.61 -0.57 0.33 -0.760
C 0.01 -0.55 -0.28 -0.420
C 1.27 -0.16 -0.02 0.023
C 1.59 1.33 0.20 -0.652
C 2.49 -1.02 0.05 -0.636
H -2.69 -1.47 -0.30 0.215
H -3.57 -0.06 0.47 0.240
H -2.26 -0.91 1.31 0.215
H -0.29 -1.62 -0.49 0.215
H 2.26 1.50 1.04 0.210
H 0.69 1.92 0.30 0.226
H 2.11 1.70 -0.68 0.217
H 3.09 -0.53 0.77 0.213
H 2.25 -2.04 0.40 0.217
H 2.97 -1.00 -0.93 0.221
S -1.32 0.52 -0.22 0.255
```

***

(3)
DFT (wB97M-V/def2-TZVPD) results for one molecule with the formula C5H10S.

Output
LUMO = 0.97 eV
multiplicity = 1
gap between HOMO and LUMO = 9.90 eV
SMILES = C=C(C)CCS

The geometry in XYZ format:
```
16
Properties=species:S:1:pos:R:3:nbo_charge:R:1
C 2.10 -1.15 -0.10 -0.645
C 1.53 0.17 0.15 0.027
C 2.25 1.19 -0.31 -0.411
C 0.19 0.23 0.74 -0.480
C -0.77 -0.47 -0.17 -0.521
H 2.42 -1.52 0.90 0.213
H 1.31 -1.80 -0.51 0.220
H 3.07 -1.05 -0.71 0.221
H 1.96 2.26 -0.36 0.200
H 3.30 0.96 -0.52 0.189
H 0.21 -0.19 1.78 0.220
H -0.04 1.28 0.86 0.228
H -0.48 -0.32 -1.30 0.235
H -0.78 -1.64 -0.03 0.220
H -2.80 0.03 1.09 0.110
S -2.50 0.13 -0.19 -0.026
```

***

(4)
DFT (wB97M-V/def2-TZVPD) results for a 3-piece molecular cluster, C5H10S overall.

Output
LUMO = 0.55 eV
multiplicity = 1
gap between HOMO and LUMO = 9.30 eV

The geometry in XYZ format:
```
16
Properties=species:S:1:pos:R:3:nbo_charge:R:1
C 1.35 -1.29 0.26 -0.595
C 0.73 -0.27 -0.70 -0.528
C -0.11 0.73 -0.01 0.009
C 0.18 2.07 -0.15 -0.409
C -1.29 0.11 0.86 -0.561
H 0.38 -1.29 1.34 0.196
H 1.34 -2.56 -0.44 0.230
H 2.42 -0.71 0.55 0.242
H 1.29 0.18 -1.51 0.235
H 0.00 -0.75 -1.43 0.202
H -0.34 2.80 0.49 0.194
H 1.10 2.63 -0.77 0.213
H -0.87 -0.84 1.30 0.208
H -1.85 0.78 1.57 0.249
H -1.76 -1.33 -1.01 0.128
S -2.56 -0.27 -0.34 -0.014
```

***

Energy ordering: (2) at the bottom, the next structure 0.0194 hartree above.